## P
ORCA calculation (the ωB97M-V functional and the def2-TZVPD basis) on C3H3O3P as an isolated structure.

Its highest occupied orbital energy is -9.91 eV. Its molecular weight is 118.03 g mol⁻¹.

CARTESIAN COORDINATES (ANGSTROEM)
C (-0.986, 1.101, -0.040)
C (-0.036, 0.251, -0.188)
C (-2.050, -0.151, -0.045)
O (-3.187, -0.132, 0.214)
O (-1.260, -1.087, -0.423)
O (1.911, -1.165, 0.637)
P (1.573, -0.286, -0.690)
H (-0.965, 2.193, 0.232)
H (2.755, -1.585, 0.569)
H (2.244, 0.861, -0.266)



## Q
ORCA calculation (the ωB97M-V functional and the def2-TZVPD basis) on an isolated molecule of C3H3O3P.

Its highest occupied orbital energy is -9.92 eV. Its molecular weight is 118.03 g mol⁻¹. Its SMILES is O=P[C@H]1COC1=O.

CARTESIAN COORDINATES (ANGSTROEM)
O (1.765, 1.838, -0.789)
P (1.807, 1.186, 0.511)
C (0.093, 0.220, 0.682)
C (-1.014, 0.242, -0.461)
O (-0.690, -1.098, -0.809)
C (0.258, -1.279, 0.133)
O (0.995, -2.177, 0.381)
H (-0.383, 0.085, 1.582)
H (-2.031, 0.077, 0.080)
H (-0.799, 0.907, -1.309)



Q has the most favorable energy; the next structure is 0.0589 hartree above.